The following is a DFT calculation (ωB97M-V with the def2-TZVPD basis set) of a structure of composition C28H42ClCrNO2P2.

Geometry as XYZ:
```
77
Properties=species:S:1:pos:R:3:forces:R:3
Cr -0.507269 1.016012 0.889657 0.866 0.256 0.008
C 1.889638 -0.669983 -3.274252 -0.060 -0.015 -0.008
C 1.677928 0.843352 -3.241964 -0.237 -0.067 -0.080
C 0.737647 1.284753 -4.365579 0.021 -0.015 -0.007
P 1.002964 1.382440 -1.597054 0.060 0.304 0.451
C 1.211860 3.250200 -1.685024 -0.066 -0.084 -0.049
C 1.924423 3.863906 -0.475580 -0.069 -0.030 0.029
C -0.185452 3.867247 -1.859794 0.080 -0.029 -0.095
C 2.323396 0.768132 -0.484614 0.045 -0.035 -0.087
C 3.654344 1.185834 -0.585105 -0.042 0.015 -0.094
C 4.646669 0.698389 0.243126 0.090 0.006 0.055
C 6.067539 1.195967 0.155300 -0.054 -0.055 -0.015
C 4.279577 -0.258936 1.193731 0.098 -0.031 0.010
C 2.981972 -0.708511 1.301853 -0.007 0.031 0.039
C 1.975482 -0.206024 0.465299 -0.210 -0.172 -0.102
N 0.619748 -0.563747 0.590374 0.340 -0.391 0.158
C 0.184585 -1.851876 0.814969 0.212 0.262 -0.185
C 0.999252 -2.997990 0.787150 -0.005 -0.098 0.038
C 0.469164 -4.248851 1.047690 0.096 -0.018 -0.056
C -0.883401 -4.447296 1.319777 -0.062 -0.089 0.047
C -1.439454 -5.816468 1.633455 0.008 0.085 -0.065
C -1.705004 -3.331643 1.249614 -0.064 -0.016 -0.034
C -1.203460 -2.059462 0.991946 -0.064 0.059 -0.016
P -2.204046 -0.595293 0.616292 -0.469 -0.824 0.061
C -3.018091 -1.019843 -0.977397 0.123 0.353 -0.194
C -1.959078 -1.456203 -1.996011 -0.090 -0.035 0.007
C -3.785290 0.207143 -1.487224 -0.019 -0.080 0.064
C -3.557169 -0.450117 1.867685 0.045 -0.115 0.076
C -2.956646 -0.638237 3.267642 -0.030 -0.044 -0.050
C -4.781288 -1.337270 1.647587 -0.029 -0.006 0.063
H 2.347888 -0.965813 -4.222738 -0.045 0.016 0.043
H 2.535894 -1.009861 -2.463294 -0.015 0.030 -0.034
H 0.931206 -1.194527 -3.185900 0.102 0.042 0.000
H 2.641168 1.347125 -3.362826 0.067 0.010 0.027
H -0.200106 0.722477 -4.318194 0.034 0.048 0.009
H 0.494209 2.348217 -4.314545 0.049 -0.035 -0.014
H 1.193519 1.096882 -5.341327 -0.028 -0.023 0.034
H 1.786806 3.464259 -2.590499 0.088 0.066 0.000
H 1.571152 3.444187 0.470862 -0.032 0.010 -0.047
H 3.000075 3.701800 -0.508254 -0.048 0.010 0.027
H 1.748378 4.942632 -0.454782 0.004 -0.021 -0.010
H -0.860112 3.550676 -1.061998 0.033 0.018 0.060
H -0.131525 4.959060 -1.837997 0.022 -0.033 -0.042
H -0.646038 3.569258 -2.805355 0.003 -0.007 0.060
H 3.925040 1.918492 -1.341178 -0.025 -0.035 0.032
H 6.160485 1.992641 -0.584224 -0.008 -0.032 0.020
H 6.398207 1.591247 1.117922 0.005 -0.001 -0.022
H 6.757300 0.395415 -0.124321 -0.035 0.024 0.011
H 5.034063 -0.649322 1.872303 -0.066 0.038 -0.045
H 2.723702 -1.431894 2.064958 0.006 0.077 0.003
H 2.050487 -2.899172 0.553977 -0.036 -0.050 0.027
H 1.132121 -5.110603 1.028393 -0.034 0.077 0.029
H -0.644276 -6.504675 1.922026 -0.015 0.021 -0.008
H -2.155735 -5.771959 2.455920 0.017 -0.006 -0.009
H -1.956592 -6.251723 0.773305 0.029 0.023 0.023
H -2.773346 -3.467459 1.388824 0.044 0.011 -0.006
H -3.706189 -1.843732 -0.785353 -0.059 -0.077 -0.004
H -1.181865 -0.692405 -2.092145 -0.045 -0.001 0.012
H -1.478289 -2.391224 -1.704923 -0.009 0.031 0.014
H -2.423546 -1.598247 -2.976803 0.020 0.009 0.061
H -3.082664 1.005292 -1.742098 -0.006 -0.007 0.007
H -4.353948 -0.040853 -2.386572 0.032 0.002 0.021
H -4.487584 0.601486 -0.746840 0.030 -0.031 -0.040
H -3.875330 0.590290 1.782242 -0.045 0.119 -0.019
H -2.800624 -1.697466 3.481518 0.011 0.037 -0.022
H -1.984296 -0.147851 3.371028 -0.011 0.039 -0.012
H -3.625660 -0.228776 4.027788 -0.003 -0.032 -0.031
H -4.518528 -2.393702 1.572101 -0.019 0.056 0.041
H -5.463490 -1.229065 2.495136 -0.003 -0.005 -0.045
H -5.329098 -1.062324 0.745075 0.023 -0.019 0.014
Cl -1.834997 2.851401 1.611459 -0.557 0.545 0.107
C -1.008938 3.186247 3.194410 0.090 -0.032 0.051
C 0.417677 2.618342 3.226469 0.064 -0.253 -0.399
O 1.067084 2.951293 4.196191 0.061 -0.010 -0.002
O 0.754935 1.850927 2.252681 -0.085 0.168 0.168
H -1.610288 2.717072 3.965828 -0.082 -0.017 0.000
H -0.998869 4.260309 3.328197 -0.029 0.077 -0.056
```
Forces are in eV/Å.

Results
DFT total energy   -94826.798 eV
Multiplicity   5
LUMO level (alpha / beta)   0.5 / 0.5 eV

These are the Löwdin partial charges, in e, on atoms 1 to 5: 0.36 -0.11 -0.56 -0.12 1.09

The following is a DFT calculation (ωB97M-V with the def2-TZVPD basis set) of an isolated molecule of C4H9NOS.

Geometry as XYZ:
```
16
Properties=species:S:1:pos:R:3:forces:R:3
C 1.048152 -0.989867 0.702753 -0.247 -1.456 -0.738
C 0.327868 -0.226392 -0.399951 0.578 0.130 -0.060
C 1.298721 0.174939 -1.511533 0.266 -0.090 -0.099
O -0.178759 0.992536 0.145027 0.499 1.912 0.389
C -1.380322 1.265797 0.644573 -0.486 -2.083 -0.827
N -2.192414 0.127868 0.649177 -0.306 0.738 0.971
S -1.907127 2.759772 1.049057 0.286 -0.079 0.049
H 1.550873 -0.307794 1.356069 0.415 0.406 0.295
H 0.347551 -1.589392 1.288785 0.032 0.087 0.161
H 1.774361 -1.721215 0.264478 -0.511 0.700 0.340
H -0.506968 -0.770860 -0.832182 0.000 -0.259 -0.103
H 1.537014 -0.741110 -2.080945 0.199 0.379 0.293
H 0.792144 0.840190 -2.210317 0.080 0.133 0.064
H 2.241100 0.671335 -1.141078 -1.052 -0.599 -0.241
H -3.020565 0.266904 1.228543 0.287 -0.080 -0.417
H -1.731630 -0.752709 0.847545 -0.039 0.160 -0.076
```
Forces are in eV/Å.

Results
DFT total energy   -18666.653 eV
LUMO level   0.7 eV
SMILES   CC(C)OC(N)=S

These are the Löwdin partial charges, in e, on atoms 1 to 5: -0.04 -0.43 -0.04 -0.10 -0.96

The following is a DFT calculation (ωB97M-V with the def2-TZVPD basis set) of a structure of composition C47H47BF4IIrN3OP2.

Geometry as XYZ:
```
107
Properties=species:S:1:pos:R:3:forces:R:3
Ir -0.626413 -0.367943 -0.515544 -1.368 0.578 -1.070
C 0.884944 -3.303074 3.337879 -0.005 -0.023 -0.016
C 1.859191 -2.520542 4.178065 -0.027 -0.027 0.071
C 2.783483 -3.195913 4.973128 -0.020 -0.011 0.004
C 3.653947 -2.521625 5.812453 0.005 0.021 -0.009
C 3.615729 -1.135491 5.879628 -0.003 -0.010 0.006
C 2.729904 -0.439379 5.076890 0.046 -0.011 -0.041
C 1.869021 -1.123854 4.224951 -0.029 0.055 -0.010
N 0.966335 -0.363194 3.425013 0.010 0.012 -0.038
C 0.867158 -0.461125 2.071258 0.185 0.367 0.058
N 1.898887 -1.083814 1.474057 -0.123 0.121 -0.233
C 1.925857 -1.753418 0.229728 0.003 -0.236 0.129
C 0.907047 -1.639991 -0.713587 0.337 -0.061 -0.389
C 1.048406 -2.434680 -1.860875 0.098 -0.071 0.244
C 2.140218 -3.256802 -2.071047 -0.041 0.008 0.048
C 3.155210 -3.301262 -1.129438 0.066 -0.013 -0.072
C 3.064456 -2.552328 0.025862 -0.111 -0.056 0.195
C 4.169583 -2.591476 1.049788 0.019 -0.043 -0.024
N -0.133385 0.083752 1.416277 0.225 -0.231 0.480
C -1.170473 0.633673 2.272779 0.064 0.047 -0.215
C -2.155891 -0.214158 2.754984 -0.165 0.063 -0.054
C -3.169780 0.263154 3.564712 0.029 0.011 0.008
C -3.195342 1.611314 3.893949 0.008 0.009 0.007
C -2.184182 2.444868 3.449712 0.004 -0.023 0.015
C -1.139186 1.971108 2.657958 0.056 -0.010 0.059
C 0.026913 2.854784 2.336619 0.041 0.023 0.053
H 0.500632 -4.146483 3.912082 0.014 -0.011 -0.008
H 1.356574 -3.705641 2.437317 0.005 0.026 -0.014
H 0.037574 -2.697022 3.017431 0.008 0.007 0.024
H 2.796601 -4.279117 4.946344 0.000 -0.005 0.005
H 4.353293 -3.076823 6.422593 -0.004 -0.004 0.011
H 4.277231 -0.599184 6.545886 0.009 0.000 -0.002
H 2.698586 0.642808 5.097870 0.007 0.009 -0.011
H 0.363049 0.304877 3.878639 -0.057 -0.057 0.014
H 2.646345 -1.321953 2.106631 0.004 -0.026 -0.015
H 0.287818 -2.411197 -2.621916 0.100 -0.012 -0.118
H 2.208717 -3.847774 -2.974996 -0.020 -0.002 -0.008
H 4.028781 -3.920349 -1.292182 0.006 0.002 -0.010
H 5.013215 -3.166439 0.673652 -0.004 -0.006 -0.004
H 3.853828 -3.060471 1.987777 -0.009 0.017 0.009
H 4.540280 -1.590419 1.291390 0.026 0.008 -0.015
H -2.116814 -1.247181 2.457478 0.062 -0.053 0.076
H -3.935856 -0.406722 3.933917 -0.014 0.006 -0.022
H -3.991378 2.007894 4.509396 -0.011 0.006 -0.017
H -2.193967 3.492484 3.723520 0.012 0.005 0.012
H -0.269919 3.900219 2.333219 0.009 0.053 -0.019
H 0.466885 2.612899 1.377362 0.055 0.004 -0.117
H 0.809587 2.735465 3.093239 -0.009 0.030 0.012
I -1.961461 -1.114782 -2.706090 0.102 -0.146 0.295
C -2.462658 0.487648 -3.914726 -0.098 0.033 0.056
C -3.677248 0.349284 -4.517044 0.031 0.103 -0.096
C -4.052009 1.233950 -5.545869 -0.028 -0.072 0.018
C -3.171197 2.186304 -5.949252 0.029 0.014 -0.001
C -1.924289 2.359159 -5.298227 0.009 0.040 0.019
C -1.047034 3.364234 -5.757845 -0.052 0.010 -0.029
C 0.152038 3.567685 -5.149637 0.086 0.001 0.033
C 0.480916 2.815540 -4.013088 -0.062 0.001 -0.087
C -0.336030 1.828072 -3.504258 -0.029 -0.055 0.002
P 0.347908 1.260598 -1.871343 0.575 -0.522 0.653
C 0.575859 2.909099 -1.134936 -0.084 0.027 0.000
C 1.800664 3.545471 -0.952170 0.000 -0.072 0.093
C 1.835684 4.857863 -0.500916 0.002 0.017 -0.004
C 0.657144 5.550922 -0.263542 0.034 0.002 0.001
C -0.564372 4.927012 -0.472719 -0.029 -0.013 0.058
C -0.603556 3.610332 -0.896433 -0.023 0.064 0.006
C 2.001539 0.659119 -2.343627 0.000 0.155 -0.137
C 2.272220 0.224377 -3.636954 0.027 0.070 -0.043
C 3.533088 -0.250413 -3.969929 -0.023 -0.002 0.015
C 4.533127 -0.291639 -3.012913 0.011 0.006 0.027
C 4.262070 0.112246 -1.711874 0.012 0.009 -0.019
C 3.000567 0.571411 -1.374803 -0.012 0.036 -0.018
C -1.550965 1.531772 -4.196988 0.002 0.040 0.033
H -4.353114 -0.440065 -4.218890 0.010 -0.027 -0.015
H -5.015377 1.122155 -6.022960 -0.002 0.005 -0.003
H -3.406129 2.837198 -6.781478 -0.013 0.035 0.024
H -1.350900 3.968551 -6.603287 -0.005 -0.003 -0.004
H 0.835931 4.327168 -5.502679 0.005 -0.007 -0.002
H 1.410146 3.050739 -3.512184 -0.008 0.019 -0.004
H 2.730414 3.040741 -1.171604 0.022 -0.037 -0.008
H 2.790644 5.345969 -0.356934 0.006 -0.003 0.006
H 0.692733 6.578296 0.074540 0.002 0.007 -0.008
H -1.493169 5.456455 -0.305968 -0.003 -0.011 0.021
H -1.564962 3.145916 -1.049989 -0.072 -0.051 -0.032
H 1.504092 0.262298 -4.398073 -0.009 0.007 -0.002
H 3.729914 -0.587231 -4.978900 0.003 0.014 -0.012
H 5.521767 -0.644331 -3.275119 0.003 -0.018 0.005
H 5.035060 0.060174 -0.955473 0.002 0.008 -0.002
H 2.789162 0.854180 -0.349238 0.003 0.028 -0.004
F -2.403426 0.978107 -0.108012 0.029 -0.122 -0.104
B -3.663800 1.748468 -0.382735 -0.037 0.182 0.157
F -3.452757 3.018934 0.112437 0.021 -0.022 0.016
F -3.832223 1.743358 -1.753373 0.061 -0.054 -0.126
F -4.677398 1.087041 0.276808 -0.045 -0.054 0.017
C -2.767463 -3.876014 2.051571 0.085 0.023 0.042
P -2.944805 -2.885512 0.561500 0.213 -0.139 -0.130
C -3.296428 -4.098957 -0.713337 -0.002 -0.038 -0.056
C -4.396884 -1.856377 0.722742 -0.037 0.075 0.011
O -1.655435 -2.139370 0.266267 -0.141 -0.045 0.336
H -3.711822 -4.357627 2.304682 -0.010 -0.014 -0.031
H -2.447452 -3.261641 2.890509 -0.033 0.019 0.057
H -2.009129 -4.639604 1.875043 0.008 0.008 -0.001
H -4.144385 -4.714913 -0.410243 -0.009 -0.003 -0.008
H -2.423832 -4.735851 -0.860372 0.004 0.005 0.007
H -3.542861 -3.604308 -1.651940 -0.010 0.003 0.003
H -5.048537 -2.229028 1.512989 -0.013 -0.039 -0.015
H -4.953451 -1.841160 -0.214347 0.022 0.032 -0.014
H -4.108834 -0.831477 0.951378 -0.018 -0.012 0.017
```
Forces are in eV/Å.

Results
DFT total energy   -97089.074 eV
LUMO level   -2.5 eV
Charge   +1

These are the Löwdin partial charges, in e, on atoms 1 to 5: 0.94 -0.02 -0.22 -0.04 -0.07

The following is a DFT calculation (ωB97M-V with the def2-TZVPD basis set) of a structure of composition C3H8N4O.

Geometry as XYZ:
```
16
Properties=species:S:1:pos:R:3:forces:R:3
C -0.471871 0.011922 -0.324699 0.175 0.529 -2.509
O -0.640187 0.600139 -1.485836 0.043 -0.257 1.554
C -2.894860 -0.566580 -0.996287 0.280 0.987 -1.312
C -3.841116 -0.792750 -0.264940 0.243 0.254 -0.144
H -1.798365 0.196499 -1.731002 -0.921 -1.570 1.531
H -0.793390 0.485435 0.603792 0.671 0.504 0.158
H -0.531300 -1.075855 -0.277290 0.186 -0.072 -0.059
H -4.704789 -0.870968 0.347077 -0.060 -0.250 0.139
N 1.522571 0.081759 -0.266184 -0.755 -0.299 0.949
N 1.945933 -1.082879 0.408794 0.070 0.254 0.014
N 1.816823 1.370784 0.233374 0.184 0.220 1.069
N 1.991413 1.368236 1.459698 -0.159 -0.288 -0.991
H 1.717087 0.058293 -1.258028 -0.072 0.000 -0.100
H 2.963397 -1.125767 0.428824 -0.065 0.117 0.091
H 1.613780 -1.001553 1.368494 0.107 -0.075 -0.165
H 2.104875 2.343286 1.754213 0.072 -0.055 -0.225
```
Forces are in eV/Å.

Results
DFT total energy   -11240.254 eV
LUMO level   -0.6 eV

These are the Löwdin partial charges, in e, on atoms 1 to 5: -0.17 -0.19 -0.17 -0.10 0.11